w) The following is a quantum chemistry calculation of 4 unconnected molecules or ions with the total composition C3H14O3S, from the Open Molecules 2025 dataset.

```
21
Properties=species:S:1:pos:R:3
C 1.20892 -0.36866 -2.58217
C 0.33922 -0.87725 -1.40557
C -1.01488 -0.18191 -1.45939
S -1.98071 -0.64158 0.03421
H 2.00869 -1.06176 -2.85656
H 1.71452 0.54658 -2.26408
H 0.66943 -0.14690 -3.49741
H 0.32106 -1.96279 -1.40579
H 0.83755 -0.51582 -0.50506
H -1.53582 -0.41277 -2.38223
H -0.97362 0.88053 -1.23664
H -3.22563 -0.58420 -0.53222
O 0.80846 0.30253 2.11454
H 0.33809 0.50663 2.93812
H 0.73930 -0.63062 1.98840
O 2.09417 3.28910 1.63042
H 2.14562 2.33157 1.79946
H 1.58632 3.36609 0.82312
O -1.70651 -1.30215 3.21367
H -1.71364 -1.15202 2.25369
H -2.66056 -1.38462 3.33149
```

- SMILES = CCCS.O.O.O
- LUMO (eV) = 0.5
- 2S+1 = 1
- frontier orbital gap (eV) = 9.92
- charge = 0
- HOMO energy (eV) = -9.43

x) The following is a quantum chemistry calculation of 4 unconnected molecules or ions with the total composition C3H14O3S, from the Open Molecules 2025 dataset.

```
21
Properties=species:S:1:pos:R:3
C -2.64513 -1.72308 -0.85898
C -2.50966 -0.26372 -1.19525
S -0.86091 0.27790 -1.68614
C -0.07408 0.78355 -0.16157
H -3.67832 -2.07783 -0.84081
H -2.24965 -2.04465 0.10740
H -2.23533 -2.39964 -1.61188
H -2.84568 0.43680 -0.42809
H -3.26351 -0.02902 -1.95464
H 0.42910 1.73690 -0.31794
H -0.67714 1.06358 0.70566
H 0.68126 0.07797 0.18166
O -0.12174 -0.19762 3.01448
H -0.77971 0.10150 2.38441
H -0.59072 -0.46736 3.81290
O 2.79461 -0.20746 2.23081
H 1.92778 0.12722 1.98740
H 2.57549 -1.06307 2.62548
O 3.39734 1.17627 -1.01090
H 2.88443 0.53139 -1.50064
H 3.71358 0.67908 -0.24859
```

- SMILES = CCSC.O.O.O
- LUMO (eV) = 0.4
- 2S+1 = 1
- frontier orbital gap (eV) = 9.14
- charge = 0
- HOMO energy (eV) = -8.78

Energy relative to the most stable one, in eV: w) 0.000; x) 0.152

w) The following is a quantum chemistry calculation of 2 unconnected molecules or ions with the total composition C3H10NS, from the Open Molecules 2025 dataset.

```
15
Properties=species:S:1:pos:R:3
C -1.10490 -1.09339 -0.75301
C -0.05124 1.03124 1.40846
C 0.19309 -0.51785 -1.24288
N 0.97185 0.03253 1.04922
S 0.11992 1.01430 -1.95765
H -2.04527 -0.40392 -0.81477
H -1.43932 -2.01774 -1.26009
H -1.13166 -1.41615 0.28451
H -0.06921 1.57618 0.43525
H -1.05947 0.64485 1.39456
H 0.19009 1.44170 2.42656
H 1.00889 -1.14152 -1.37141
H 1.11654 -0.68839 1.81862
H 1.84223 0.39603 0.84503
H 1.45846 1.14214 -2.26243
```

- LUMO (eV) = -5.6
- 2S+1 = 1
- frontier orbital gap (eV) = 8.66
- charge = +1
- HOMO energy (eV) = -14.29

x) The following is a quantum chemistry calculation of a gas-phase ion, C3H10NS (charge +1), from the Open Molecules 2025 dataset.

```
15
Properties=species:S:1:pos:R:3
C -1.04884 0.75323 0.74053
N -0.53174 0.26058 1.95224
H -2.19891 0.74520 0.66164
H -0.69045 1.74529 0.40446
H 0.39890 0.61195 2.03363
H -1.17783 0.23901 2.79063
C 0.33886 0.49726 -1.87653
S -0.61961 -0.54061 -0.74799
C 0.75146 -1.52248 0.00001
H 0.00719 1.59712 -1.70609
H 0.22231 0.51308 -3.01247
H 1.48498 0.53430 -1.68614
H 0.30158 -2.24144 0.79226
H 1.20490 -2.20649 -0.78658
H 1.55720 -0.98600 0.44041
```

- LUMO (eV) = -3.3
- 2S+1 = 1
- frontier orbital gap (eV) = 11.07
- charge = +1
- HOMO energy (eV) = -14.36

Energy relative to the most stable one, in eV: w) 0.789; x) 0.000

w) The following is a quantum chemistry calculation of 2 unconnected molecules or ions with the total composition C3H10NS, from the Open Molecules 2025 dataset.

```
15
Properties=species:S:1:pos:R:3
C 1.87939 -1.98626 -0.03551
C -0.81218 2.08270 0.07577
C -0.47959 -0.19820 -0.54186
N -0.12329 0.77693 0.44982
S -1.78336 -1.10114 0.05388
H 1.12008 -2.70901 0.21424
H 2.41959 -2.01678 -0.98215
H 1.99996 -1.35783 0.83175
H -1.88799 1.88313 0.19253
H -0.53055 2.89246 0.85544
H -0.38370 2.41489 -0.91221
H 0.47065 -0.81714 -0.96183
H -0.41160 0.60767 1.37708
H 0.82306 0.92971 0.41588
H -2.30047 -1.40113 -1.03284
```

- LUMO (alpha / beta) (eV) = -5.4 / -4.1
- 2S+1 = 1
- frontier orbital gap (alpha / beta) (eV) = 7.51 / 9.09
- charge = +1
- HOMO energy (alpha / beta) (eV) = -12.90 / -13.20

x) The following is a quantum chemistry calculation of 2 unconnected molecules or ions with the total composition C3H10NS, from the Open Molecules 2025 dataset.

```
15
Properties=species:S:1:pos:R:3
C -0.77613 0.31762 -0.29497
C 0.26147 -0.30232 -1.27004
C 1.52185 -0.90458 -0.56774
S 1.97522 0.02767 0.85662
N -0.52705 1.68676 -0.02650
H -1.76589 0.25155 -0.73005
H -0.67539 -0.27980 0.62195
H 0.61941 0.52267 -1.88604
H -0.21256 -1.15676 -1.72724
H 2.41187 -0.94160 -1.19991
H 1.36643 -1.89919 -0.19240
H -1.41052 -0.53842 3.13296
H -1.32563 2.18212 0.35004
H 0.41400 1.91343 0.28221
H -1.87707 -0.87916 2.65110
```

- LUMO (eV) = -9.2
- 2S+1 = 1
- frontier orbital gap (eV) = 5.10
- charge = +1
- HOMO energy (eV) = -14.33

Energy relative to the most stable one, in eV: w) 0.000; x) 0.350

w) The following is a quantum chemistry calculation of a gas-phase ion, C3H9N2O (charge -1), from the Open Molecules 2025 dataset.

```
15
Properties=species:S:1:pos:R:3
N 1.95385 0.23460 0.36392
C 0.99456 -0.66720 0.98613
C -0.51299 -0.25469 0.77726
N -0.62936 0.74888 -0.26624
C -1.09080 0.21415 -1.64918
O -1.63146 1.09233 -2.42826
H 2.33360 0.87868 1.04354
H 1.38915 0.84165 -0.23593
H 1.12103 -1.67729 0.60077
H 1.20907 -0.69737 2.05639
H -0.97627 -1.21394 0.47871
H -1.06387 0.08776 1.65068
H -1.33750 1.41030 -0.01030
H -1.63891 -0.72894 -1.35948
H -0.12009 -0.26892 -2.00800
```

- SMILES = NCCNC[O-]
- LUMO (eV) = 4.2
- 2S+1 = 1
- frontier orbital gap (eV) = 6.68
- charge = -1
- HOMO energy (eV) = -2.50

x) The following is a quantum chemistry calculation of a gas-phase ion, C3H9N2O (charge -1), from the Open Molecules 2025 dataset.

```
15
Properties=species:S:1:pos:R:3
C 0.98451 -1.26535 -0.53486
C 0.20925 -0.07666 0.11601
C -0.74418 -0.48283 1.28992
O -1.52619 0.51960 1.63950
N -0.64418 0.70191 -0.85172
N -0.30736 2.05835 -1.04581
H 1.58651 -1.71423 0.15720
H 0.24980 -2.00984 -0.72573
H 1.72073 -0.95707 -1.38759
H 1.05771 0.57245 0.40434
H -1.33509 -1.35663 1.00765
H 0.05518 -0.97088 2.01567
H -1.63970 0.50573 -0.83585
H -0.36628 2.42108 -0.05921
H 0.69930 2.05437 -1.18952
```

- SMILES = C[C@H](C[O-])NN
- LUMO (eV) = 4.3
- 2S+1 = 1
- frontier orbital gap (eV) = 6.86
- charge = -1
- HOMO energy (eV) = -2.51

Energy relative to the most stable one, in eV: w) 0.000; x) 1.362

w) The following is a quantum chemistry calculation of 2 unconnected molecules or ions with the total composition C8H8N4O4, from the Open Molecules 2025 dataset.

```
24
Properties=species:S:1:pos:R:3
O 0.65355 -1.30083 0.19899
C 1.75905 -0.70744 0.00384
C 2.88069 -1.53416 -0.02573
C 4.02193 -0.81038 -0.14261
N 4.16162 0.50495 -0.22635
C 2.95882 1.37290 -0.23032
O 3.20601 2.68287 0.09945
N 1.88141 0.65567 0.04433
H 2.83263 -2.49866 0.27945
H 4.96125 -1.34185 -0.12168
H 5.13173 1.09667 0.31142
H 0.94928 1.20535 0.34525
O -5.35823 1.08809 -0.11058
C -4.21049 0.55397 -0.01412
C -4.08528 -0.91794 -0.13942
C -2.83860 -1.32689 -0.15328
N -1.77603 -0.40697 -0.08595
C -1.72139 0.91188 -0.00619
O -0.65124 1.63135 -0.20195
N -3.10356 1.37472 0.21031
H -4.91481 -1.44200 0.20178
H -2.48217 -2.43519 -0.20628
H -0.79346 -0.74483 0.13583
H -3.46272 2.38873 -0.16619
```

- SMILES = O=c1cc[nH]c(=O)[nH]1.O=c1cc[nH]c(=O)[nH]1
- LUMO (eV) = -0.2
- 2S+1 = 1
- frontier orbital gap (eV) = 9.31
- charge = 0
- HOMO energy (eV) = -9.52

x) The following is a quantum chemistry calculation of 2 unconnected molecules or ions with the total composition C8H8N4O4, from the Open Molecules 2025 dataset.

```
24
Properties=species:S:1:pos:R:3
O 1.12463 3.30719 -3.55312
C 0.76112 2.33148 -2.95330
C -0.24699 1.33831 -3.32620
C -0.33186 0.22076 -2.58881
N 0.20186 0.01641 -1.37331
C 1.12082 0.91260 -0.84038
O 1.64744 0.86456 0.25296
N 1.32738 2.00339 -1.71325
H -0.92418 1.57752 -4.20422
H -1.00616 -0.62881 -2.82808
H 0.05487 -0.90257 -0.91499
H 2.15383 2.55717 -1.37336
O -0.74950 0.54895 4.17165
C -0.60871 -0.19940 3.24199
C -1.67094 -1.17948 2.88894
C -1.51253 -2.02915 1.81936
N -0.43849 -1.92526 1.00743
C 0.67863 -1.13568 1.33436
O 1.77089 -1.39260 0.87934
N 0.55484 -0.22817 2.34461
H -2.56879 -1.07201 3.41981
H -2.26128 -2.81821 1.56337
H -0.38609 -2.55635 0.19672
H 1.30922 0.38935 2.54850
```

- SMILES = O=c1cc[nH]c(=O)[nH]1.O=c1cc[nH]c(=O)[nH]1
- LUMO (eV) = -0.1
- 2S+1 = 1
- frontier orbital gap (eV) = 9.33
- charge = 0
- HOMO energy (eV) = -9.42

Energy relative to the most stable one, in eV: w) 3.015; x) 0.000